C2H3N2O2 as an isolated structure. Source: the Open Molecules 2025 dataset; level of theory: ωB97M-V/def2-TZVPD.

CARTESIAN COORDINATES (ANGSTROEM)
C 0.14803 -0.45153 0.65988
C 1.42064 -0.88963 2.11312
N 1.29539 0.14425 1.05209
N -0.68592 -0.34448 -0.32273
O 2.18585 -1.02719 2.97085
O 0.22859 -1.51008 1.70875
H 2.08239 0.67877 0.73042
H -0.59799 0.47995 -0.94793
H -1.46579 -0.98386 -0.17114

Atomic forces in eV per Å
2.8 -1.4 1.7
0.1 1.6 -0.7
-0.9 -2.0 1.3
0.6 0.0 1.5
-0.3 -0.6 -0.1
-0.9 2.3 -2.3
-0.2 0.6 -0.8
-0.6 -1.0 0.4
-0.4 0.5 -1.1

- total charge = +1
- ΔE to the lowest compared entry with this formula, charge and spin (eV) = 0.880
- energy (a.u.) = -337.70586
- HOMO (eV) = -17.17
- orbital gap (eV) = 12.1

C35H43N8O2PdSi2 as an isolated structure. Source: the Open Molecules 2025 dataset; level of theory: ωB97M-V/def2-TZVPD.

CARTESIAN COORDINATES (ANGSTROEM)
Pd -0.70412 0.58405 -1.33962
C 4.63337 -0.69245 -0.48070
N 3.37053 -0.41306 -1.17915
C 2.11777 -0.64286 -0.80401
N 1.28593 -0.17843 -1.72804
C 2.11730 0.35669 -2.66271
N 3.38497 0.23716 -2.36407
C 4.73564 -2.11396 -0.00082
C 5.57119 -3.02022 -0.64078
C 5.66361 -4.33025 -0.18726
C 4.90514 -4.75222 0.89033
C 4.05761 -3.84984 1.52732
C 3.99406 -2.53209 1.09574
C 3.20791 -4.29448 2.63067
N 3.25541 -5.38285 3.30895
N 2.17561 -5.33928 4.19264
C 1.56904 -4.22942 3.96772
O 2.16842 -3.49553 2.99250
C 0.33351 -3.71882 4.55923
C -0.29088 -4.43992 5.56889
C -1.49374 -3.98214 6.08382
C -2.07312 -2.82666 5.58454
C -1.44654 -2.10255 4.57414
C -2.13461 -0.86168 4.05095
N -1.43332 -0.21236 2.95453
C -1.36381 -0.55887 1.67116
N -0.59145 0.29560 1.01547
C -0.21038 1.16848 1.98602
N -0.68755 0.89103 3.17314
C -0.23620 -2.54545 4.07269
H 4.72085 0.01208 0.34853
H 5.40759 -0.46148 -1.20822
H 1.83119 -1.14666 0.10212
H 1.77203 0.83097 -3.56530
H 6.15751 -2.70208 -1.49355
H 6.32329 -5.02630 -0.68566
H 4.95072 -5.77391 1.24044
H 3.37190 -1.83037 1.63799
H 0.16354 -5.35042 5.93295
H -1.98747 -4.53516 6.87074
H -3.02121 -2.48686 5.98354
H -2.22386 -0.10315 4.82765
H -3.14141 -1.10445 3.70684
H -1.86967 -1.41433 1.25388
H 0.42250 2.02288 1.80991
H 0.27305 -1.99519 3.29386
C -1.64146 -1.23536 -3.95532
Si -2.66935 -1.49191 -2.40686
C -1.89416 -2.84556 -1.36173
C -4.38276 -2.02403 -2.93641
C -2.75592 0.06397 -1.36527
Si -3.29095 1.76855 -1.99036
C -2.36616 2.24788 -3.55734
C -3.04055 3.03216 -0.62796
C -5.10899 1.72044 -2.43124
H -1.50649 -2.20451 -4.44172
H -0.64252 -0.83146 -3.76963
H -2.14086 -0.57802 -4.66732
H -1.73562 -3.74885 -1.95334
H -2.53734 -3.12051 -0.52241
H -0.92126 -2.54071 -0.96600
H -4.35024 -2.96923 -3.48083
H -4.83725 -1.28022 -3.59165
H -5.04145 -2.15544 -2.07639
H -3.13273 -0.12899 -0.35818
H -1.29115 2.04700 -3.56619
H -2.49036 3.32036 -3.73157
H -2.80294 1.73103 -4.41377
H -2.00619 3.07803 -0.27730
H -3.66649 2.76621 0.22738
H -3.32619 4.03630 -0.94443
H -5.31170 0.98407 -3.20812
H -5.41335 2.69958 -2.80802
H -5.73290 1.48280 -1.56918
C 2.31072 3.10875 -0.15978
C 1.12820 3.53711 -0.98606
O 0.43827 2.69340 -1.54784
C 0.82787 4.97508 -1.15646
C 1.65998 5.96099 -0.62886
C 1.36021 7.29918 -0.82451
C 0.22730 7.65358 -1.54258
C -0.60709 6.67522 -2.07042
C -0.30806 5.33948 -1.88062
H 2.24006 2.04051 0.03319
H 2.38405 3.65919 0.77707
H 3.22460 3.30119 -0.72750
H 2.54724 5.69352 -0.07146
H 2.00778 8.06411 -0.42019
H -0.00804 8.69840 -1.69334
H -1.48646 6.96008 -2.63197
H -0.94110 4.56340 -2.28645

Atomic forces in eV per Å
0.1 0.0 0.4
0.0 0.1 0.0
0.0 0.1 -0.1
-0.1 -0.2 -0.1
0.1 0.1 0.2
0.0 0.0 -0.1
0.0 -0.1 0.0
0.0 0.0 0.0
0.0 0.0 0.0
0.0 0.0 0.0
0.0 0.0 0.0
0.0 -0.1 0.0
0.0 0.0 0.0
0.0 0.1 -0.1
-0.2 0.0 0.2
0.2 0.0 -0.1
-0.1 0.1 0.0
0.0 -0.1 0.0
0.1 -0.1 0.0
0.0 0.0 0.0
0.0 0.0 0.0
0.0 0.0 0.0
0.0 0.0 0.0
0.0 0.0 0.0
0.1 0.1 0.0
0.0 0.0 0.0
-0.1 -0.1 -0.1
0.1 0.1 0.0
0.0 0.0 0.0
0.0 0.0 0.0
0.0 0.0 0.0
0.0 0.0 0.0
0.0 0.0 0.0
0.0 0.0 0.0
0.0 0.0 0.0
0.0 0.0 0.0
0.0 0.0 0.0
0.0 0.0 0.0
0.0 0.0 0.0
0.0 0.0 0.0
0.0 0.0 0.0
0.0 0.0 0.0
0.0 0.0 0.0
0.0 0.0 0.0
0.0 0.0 0.0
0.0 0.0 0.0
0.1 0.0 0.0
-0.2 0.0 -0.1
0.0 0.0 0.0
0.0 0.0 0.0
0.3 0.0 -0.3
-0.1 -0.1 -0.1
0.0 0.0 0.0
0.1 -0.1 0.1
0.0 0.0 0.1
0.0 0.0 0.0
0.0 0.0 0.0
0.0 0.0 0.0
0.0 0.0 0.0
0.0 0.0 0.0
0.0 0.0 0.0
0.0 0.0 0.0
0.0 0.0 0.0
0.0 0.0 0.0
0.0 0.0 0.0
0.0 0.0 0.1
0.0 0.0 0.0
0.0 0.0 0.0
0.0 0.0 0.0
0.0 0.0 0.0
0.0 0.0 0.0
0.0 0.0 0.0
0.0 0.0 0.0
0.0 0.0 0.0
0.0 0.0 0.0
0.0 -0.1 -0.1
-0.1 0.1 0.1
0.0 0.0 0.0
0.0 0.0 0.0
0.0 0.0 0.0
0.0 0.0 0.0
0.0 0.0 0.0
0.0 0.0 0.0
0.0 0.0 0.0
0.0 0.0 0.0
0.0 0.0 0.0
0.0 0.0 0.0
0.0 0.0 0.0
0.0 0.0 0.0
0.0 0.0 0.0
0.0 0.0 0.0

- total charge = +1
- ΔE to the lowest compared entry with this formula, charge and spin (eV) = 0.114
- energy (a.u.) = -2654.74571
- HOMO (alpha / beta) (eV) = -10.56 / -11.01
- multiplicity = 3
- <S²> = 2.006
- orbital gap (alpha / beta) (eV) = 8.0 / 7.1

A 3-piece molecular cluster, C13H28BFO6 overall. Source: the Open Molecules 2025 dataset; level of theory: ωB97M-V/def2-TZVPD.

CARTESIAN COORDINATES (ANGSTROEM)
C 1.19408 -3.39125 1.16357
C 1.96432 -2.11268 1.46852
C 1.11127 -0.85903 1.67144
F 1.05555 -0.57911 3.05534
B -0.33253 -0.92565 1.05949
C -1.61264 -1.10294 1.91128
C -2.41252 -2.33884 1.40662
C -3.13394 -3.07532 2.54320
C -3.38400 -1.92373 0.30247
H 0.69033 -3.33950 0.19712
H 1.86642 -4.24848 1.13190
H 0.45014 -3.58950 1.93783
H 2.52279 -2.24632 2.39670
H 2.70027 -1.92171 0.68652
H 1.62901 -0.00537 1.22341
H -0.45850 -0.86356 -0.12918
H -2.24248 -0.21811 1.76124
H -1.39932 -1.16487 2.97812
H -1.71445 -3.04387 0.94291
H -2.67266 -2.88066 3.51043
H -4.17467 -2.75257 2.60257
H -3.12981 -4.15282 2.38113
H -3.95924 -1.04840 0.60732
H -2.85895 -1.67421 -0.61875
H -4.08625 -2.73345 0.09489
C -2.16198 3.82409 -1.69062
O -3.06421 3.41173 -2.72279
C -3.29450 2.10095 -2.75577
O -2.82086 1.28290 -2.01057
O -4.13867 1.84763 -3.75458
C -4.47477 0.46454 -3.90145
H -2.07558 4.90118 -1.79181
H -2.55979 3.56833 -0.71065
H -1.18956 3.35395 -1.82167
H -4.95616 0.08973 -3.00032
H -3.58442 -0.12556 -4.10904
H -5.16071 0.41832 -4.74131
C 4.28633 1.84690 1.83912
O 5.41770 1.82099 0.96329
C 5.16122 2.24738 -0.27152
O 4.09302 2.62317 -0.68074
O 6.28878 2.18680 -0.97816
C 6.15654 2.62020 -2.33529
H 4.63752 1.46103 2.79073
H 3.91695 2.86313 1.95948
H 3.49137 1.21275 1.45382
H 5.83649 3.65933 -2.37568
H 5.43917 1.99877 -2.86740
H 7.14390 2.51368 -2.77318

Atomic forces in eV per Å
0.0 -0.1 0.1
0.1 -0.1 -0.1
-0.1 0.2 -0.2
0.0 0.0 0.2
-0.1 0.0 -0.1
-0.2 0.0 0.0
0.1 0.1 -0.1
0.0 0.1 0.0
0.0 -0.2 0.0
-0.1 0.0 0.0
0.0 0.0 0.0
0.0 0.0 0.0
0.1 0.1 0.0
0.0 0.0 -0.1
0.1 0.1 0.0
0.2 -0.1 0.0
0.0 0.1 0.1
0.0 -0.1 0.0
0.0 -0.1 0.1
0.1 -0.1 0.0
0.0 0.0 0.1
-0.1 0.0 0.0
-0.1 0.0 0.0
0.0 0.1 0.0
0.0 0.0 -0.1
0.0 0.1 0.0
0.0 0.0 0.0
0.0 0.0 0.0
0.0 0.0 0.0
0.0 0.0 0.0
0.0 0.0 0.0
0.0 0.0 0.0
0.0 0.0 0.0
0.0 0.0 0.0
0.0 0.0 0.0
0.0 0.0 0.0
0.0 0.0 0.0
0.0 0.0 0.1
0.0 0.0 0.0
0.0 0.0 0.0
0.0 0.0 0.0
0.0 0.0 0.0
0.0 0.0 -0.1
0.0 0.0 0.0
0.0 0.0 0.0
0.0 0.0 0.0
0.0 0.0 0.0
0.0 0.0 0.0
0.0 0.0 0.0

- total charge = 0
- energy (a.u.) = -1088.27681
- structure (SMILES) = CC[C@H](F)BCC(C)C.COC(=O)OC.COC(=O)OC
- HOMO (eV) = -10.31
- orbital gap (eV) = 10.9

What is the total charge in the first record?
+1

Among the records above, which one has the lowest total charge?
C13H28BFO6

Please write out number 1 again, unchanged.
C2H3N2O2 as an isolated structure. Source: the Open Molecules 2025 dataset; level of theory: ωB97M-V/def2-TZVPD.

CARTESIAN COORDINATES (ANGSTROEM)
C 0.14803 -0.45153 0.65988
C 1.42064 -0.88963 2.11312
N 1.29539 0.14425 1.05209
N -0.68592 -0.34448 -0.32273
O 2.18585 -1.02719 2.97085
O 0.22859 -1.51008 1.70875
H 2.08239 0.67877 0.73042
H -0.59799 0.47995 -0.94793
H -1.46579 -0.98386 -0.17114

Atomic forces in eV per Å
2.8 -1.4 1.7
0.1 1.6 -0.7
-0.9 -2.0 1.3
0.6 0.0 1.5
-0.3 -0.6 -0.1
-0.9 2.3 -2.3
-0.2 0.6 -0.8
-0.6 -1.0 0.4
-0.4 0.5 -1.1

- total charge = +1
- ΔE to the lowest compared entry with this formula, charge and spin (eV) = 0.880
- energy (a.u.) = -337.70586
- HOMO (eV) = -17.17
- orbital gap (eV) = 12.1

Look up the total charge of the third one.
0